[1]
Density functional theory data (wB97M-V/def2-TZVPD) for a cluster of 4 separate species, C18H39F2NO8S in total in a non-equilibrium geometry.

Summary:
molecular weight	467.6	g/mol
SMILES	CC(=O)OC(=O)CN(CCF)S(=O)(=O)F.CCOCC.CCOCC.CCOCC
F_max	2.14	eV/Å
frontier orbital gap	9.82	eV

ORCA input file:
```
! RIJCOSX wB97M-V def2-TZVPD def2/J DEFGRID3
* xyz 0 1
C 3.0500 1.0844 -0.6532
H -4.8299 -8.6000 3.4012
O -5.2638 -0.2566 -0.5014
C 6.0082 6.5856 -0.6515
H -6.4819 -3.9477 4.1569
H 5.2492 7.0076 0.0076
H -1.5973 2.3325 -1.6270
H 3.6805 0.2330 -0.3721
C 5.9936 5.0697 -0.5555
S -2.2914 -0.0418 -3.4417
H 5.0092 4.6978 -0.8402
C -2.9197 -0.0165 -0.8918
H -7.2119 -6.6762 3.5953
F -2.9654 3.7290 -1.0299
H 0.6086 -0.3818 -2.2898
C 2.4543 -1.4592 -2.0861
H 3.9140 1.3674 -2.6322
H -5.1608 -7.3125 2.2419
H 2.1350 -2.0436 -1.2216
H -1.7606 -0.2844 3.1026
H 8.7871 4.1464 -2.0130
H -5.1492 -3.6082 3.0385
H 6.9711 7.0065 -0.3596
C -5.6212 -7.9943 2.9579
H 2.9080 1.6789 0.2498
H -2.4335 -0.9881 -0.9367
H 5.7994 6.9045 -1.6731
C -3.0782 -1.2557 1.7758
C 8.8149 4.3935 0.1178
O -5.5908 -6.4295 4.8618
H 1.9555 0.4069 -3.0631
H -2.2620 0.6763 -0.3689
H 6.1636 4.7477 0.4786
N -3.2783 0.4264 -2.2305
O 6.8971 4.4211 -1.4306
C -4.1729 -0.2074 -0.0566
C 8.2669 4.7345 -1.2574
F -1.8344 -1.4405 -2.9575
H -6.3221 -4.8623 2.6585
H -4.3315 -4.8845 4.9937
H 8.6637 3.3360 0.3375
O -3.0580 -0.2108 -4.6235
H -6.2933 -8.6504 2.4042
H 4.7040 2.2740 -1.3478
C -6.3921 -7.2539 4.0377
H -4.4367 2.0188 -1.6562
H -2.1928 3.4051 -2.8676
H 8.3339 4.9722 0.9073
C -2.4913 2.8353 -1.9896
C 1.6660 -0.1635 -2.1748
H -4.1343 -5.8156 3.5211
C -1.7058 -0.7959 2.1432
H -3.9928 2.0370 -3.3468
C 3.7368 1.9268 -1.7132
O -3.9559 -0.2687 1.2982
H 2.2947 -2.0530 -2.9864
H -6.8477 -7.9737 4.7178
H 9.8831 4.6074 0.1558
H 8.4536 5.7880 -1.4951
H -1.2749 -0.1296 1.4058
H -1.0992 -1.6852 2.2700
C -3.6125 1.8546 -2.3470
H 3.5266 -1.2840 -1.9911
H 3.1267 2.7954 -1.9659
C -4.8821 -5.3941 4.2027
O -3.4771 -2.3679 1.9096
O -1.1169 0.7586 -3.5471
C -5.7619 -4.3969 3.4708
O 1.7516 0.6443 -1.0107
*
```

Charges obtained by Löwdin population analysis, quoted in units of e: atom 1 (C): -0.28, atom 2 (H): 0.08, atom 3 (O): 0.20, atom 4 (C): -0.08, atom 5 (H): 0.08, atom 6 (H): 0.08, atom 7 (H): 0.11, atom 8 (H): 0.11, atom 9 (C): -0.29, atom 10 (S): 0.60, atom 11 (H): 0.10, atom 12 (C): -0.09, atom 13 (H): 0.11, atom 14 (F): -0.05, atom 15 (H): 0.08, atom 16 (C): -0.07, atom 17 (H): 0.07, atom 18 (H): 0.06, atom 19 (H): 0.08, atom 20 (H): 0.10, atom 21 (H): 0.12, atom 22 (H): 0.05, atom 23 (H): 0.07, atom 24 (C): -0.08, atom 25 (H): 0.12, atom 26 (H): 0.14, atom 27 (H): 0.08, atom 28 (C): -0.47, atom 29 (C): -0.08, atom 30 (O): -0.16, atom 31 (H): 0.11, atom 32 (H): 0.13, atom 33 (H): 0.11, atom 34 (N): -0.21, atom 35 (O): -0.16, atom 36 (C): -0.43, atom 37 (C): -0.28, atom 38 (F): -0.11, atom 39 (H): 0.07, atom 40 (H): 0.12, atom 41 (H): 0.08, atom 42 (O): -0.22, atom 43 (H): 0.08, atom 44 (H): 0.07, atom 45 (C): -0.29, atom 46 (H): 0.13, atom 47 (H): 0.12, atom 48 (H): 0.07, atom 49 (C): -0.17, atom 50 (C): -0.28, atom 51 (H): 0.11, atom 52 (C): 0.04, atom 53 (H): 0.13, atom 54 (C): -0.07, atom 55 (O): 0.10, atom 56 (H): 0.08, atom 57 (H): 0.12, atom 58 (H): 0.08, atom 59 (H): 0.11, atom 60 (H): 0.08, atom 61 (H): 0.10, atom 62 (C): -0.13, atom 63 (H): 0.07, atom 64 (H): 0.08, atom 65 (C): -0.28, atom 66 (O): 0.16, atom 67 (O): -0.23, atom 68 (C): -0.07, atom 69 (O): -0.17

***

[2]
Density functional theory data (wB97M-V/def2-TZVPD) for a structure of composition C18H39NO4S2 in a non-equilibrium geometry.

Summary:
molecular weight	397.6	g/mol
energy relative to the best compared isomer or geometry (same formula, charge and spin)	60.80	kJ/mol
F_max	8.92	eV/Å
frontier orbital gap	5.84	eV

ORCA input file:
```
! RIJCOSX wB97M-V def2-TZVPD def2/J DEFGRID3
* xyz 0 1
C 19.1040 47.5230 49.1710
H 14.9770 51.7320 46.0650
H 16.3080 51.8670 50.8770
O 19.0260 51.1970 50.7160
H 9.4280 49.9080 50.3890
H 13.9580 49.7800 46.8020
H 15.8960 46.8510 48.1390
C 7.2120 49.9800 52.0750
H 12.0750 47.8720 51.0850
C 17.7400 47.7690 48.8700
H 17.3530 48.8730 49.0040
H 16.5250 52.4430 46.8070
H 19.8230 48.1550 49.5900
H 12.1270 48.6970 48.1730
H 7.1110 47.9640 49.3200
H 7.8230 49.3620 52.8650
C 16.8640 46.6700 48.3640
C 9.5020 47.7470 47.7740
H 20.5600 46.0200 48.9260
C 7.5940 48.4500 50.2210
H 11.1350 46.6230 51.9530
C 16.8600 52.0710 51.8040
H 10.2900 47.2240 47.1290
H 16.8960 53.1390 51.9940
C 10.3950 47.1990 49.9490
C 11.0510 50.4740 47.8270
C 11.0470 47.5020 51.2720
H 16.3670 50.6820 46.0520
S 18.3390 51.1730 52.0580
H 8.3180 49.8990 49.1950
O 6.7010 49.2500 50.8890
H 11.5330 49.6260 49.6400
H 9.6020 46.4610 49.9640
H 11.1460 46.6460 49.3050
H 7.5920 47.6090 50.9560
H 16.8980 49.2990 51.4910
H 11.9170 50.9830 47.8640
C 17.3850 45.3540 48.1160
C 17.6500 49.5430 52.1710
H 16.9500 44.5990 47.4720
O 14.2180 48.8940 50.7420
S 15.4480 50.7620 48.1200
C 14.5220 49.3710 47.5360
C 19.6380 46.2510 48.9430
H 17.0240 49.2250 53.2210
H 15.1170 48.9400 50.5450
H 8.1160 50.7570 51.7690
O 14.3820 51.7200 48.7620
H 6.4770 50.6500 52.6150
H 10.5150 48.1160 51.9420
H 16.2910 51.5470 52.5420
H 14.0670 48.7440 48.3150
H 10.0610 50.9870 48.0400
H 15.2690 48.8280 46.7960
N 9.9830 48.3850 49.0140
H 18.2980 48.7120 52.0800
H 8.8300 48.5160 47.2370
H 8.7300 47.0680 47.9590
H 19.6000 43.9880 48.2730
C 15.9410 51.4520 46.6440
C 11.2480 49.1540 48.7440
C 18.8560 45.1610 48.5570
C 8.8530 49.2170 49.6090
H 10.7160 50.1960 46.7710
*
```

Charges obtained by Löwdin population analysis, quoted in units of e: atom 1 (C): -0.09, atom 2 (H): 0.09, atom 3 (H): 0.05, atom 4 (O): -0.58, atom 5 (H): 0.17, atom 6 (H): -0.01, atom 7 (H): 0.02, atom 8 (C): -0.07, atom 9 (H): 0.06, atom 10 (C): -0.05, atom 11 (H): 0.10, atom 12 (H): 0.11, atom 13 (H): 0.08, atom 14 (H): 0.13, atom 15 (H): 0.14, atom 16 (H): 0.11, atom 17 (C): -0.07, atom 18 (C): -0.03, atom 19 (H): 0.01, atom 20 (C): -0.23, atom 21 (H): 0.11, atom 22 (C): -0.27, atom 23 (H): 0.15, atom 24 (H): 0.06, atom 25 (C): -0.16, atom 26 (C): -0.03, atom 27 (C): -0.06, atom 28 (H): 0.03, atom 29 (S): 0.81, atom 30 (H): 0.06, atom 31 (O): -0.20, atom 32 (H): 0.10, atom 33 (H): 0.11, atom 34 (H): 0.15, atom 35 (H): 0.14, atom 36 (H): -0.01, atom 37 (H): 0.01, atom 38 (C): -0.06, atom 39 (C): -0.29, atom 40 (H): 0.07, atom 41 (O): -0.49, atom 42 (S): 0.79, atom 43 (C): -0.29, atom 44 (C): -0.15, atom 45 (H): 0.15, atom 46 (H): -0.24, atom 47 (H): 0.11, atom 48 (O): -0.56, atom 49 (H): 0.09, atom 50 (H): 0.05, atom 51 (H): 0.03, atom 52 (H): 0.03, atom 53 (H): 0.09, atom 54 (H): 0.10, atom 55 (N): -0.25, atom 56 (H): 0.02, atom 57 (H): 0.14, atom 58 (H): 0.06, atom 59 (H): 0.18, atom 60 (C): -0.32, atom 61 (C): -0.14, atom 62 (C): -0.08, atom 63 (C): -0.07, atom 64 (H): 0.09

***

[3]
Density functional theory data (wB97M-V/def2-TZVPD) for a cluster of 6 separate species, C18H39O12P in total in a non-equilibrium geometry.

Summary:
molecular weight	478.5	g/mol
energy relative to the best compared isomer or geometry (same formula, charge and spin)	385.34	kJ/mol
SMILES	O=C1OC(=O)C(CP(=O)(O)O)=C1C[C@H]1CO1.CCO.CCO.CCO.CCO.CCO
F_max	4.54	eV/Å
frontier orbital gap	7.64	eV

ORCA input file:
```
! RIJCOSX wB97M-V def2-TZVPD def2/J DEFGRID3
* xyz 0 1
O 2.3340 1.8717 -5.1524
C 1.1674 2.5670 -4.7173
O 1.3511 -5.6221 2.6134
H 0.6795 1.9566 -3.9574
O 2.1783 -4.2899 5.6689
O 2.2960 2.7287 -1.3621
C 3.0258 1.5245 -1.1059
H 4.4119 -4.5972 7.1144
O -0.6554 1.4738 -0.8058
C 2.8625 -5.5132 5.9266
C -0.1018 -1.5322 -0.5003
C 4.3221 -5.2521 6.2458
H 2.9582 0.8773 -1.9858
H 4.8153 -4.7472 5.4112
O 2.0782 -3.5045 2.4888
H -3.5153 -6.4472 2.5684
C -3.8825 6.9002 -2.1304
H -2.4624 2.1046 -0.0930
C -1.4179 -1.5150 0.4667
H -0.6180 -0.4622 2.2125
C -4.8324 7.1576 -3.2847
C 1.4678 -2.3169 2.1138
P -2.7409 -4.8144 1.3477
C -1.0541 -1.4640 2.0532
C 1.0846 -4.4822 2.5590
H 4.5344 2.4918 0.0921
H -2.0086 -1.6320 2.5856
H -5.1246 6.2173 -3.7552
H -4.3491 7.7648 -4.0546
H 4.9501 2.3653 -1.6106
H -1.0494 2.9163 0.6086
H -2.1514 -4.1038 3.6546
H 5.0334 0.9249 -0.5763
H 2.6118 -3.8682 4.9170
O -3.8788 -5.9211 1.8357
H -3.5792 7.8416 -1.6606
H 2.7152 3.1693 -2.1100
O -1.1061 -2.7242 -0.1994
H 2.7672 -6.1621 5.0500
H 2.3680 -5.9976 6.7690
H -5.7311 7.6753 -2.9443
C -1.6072 3.6296 -1.3547
H -2.2896 6.7714 -3.2422
C -0.3236 -3.8624 2.5344
H -2.0295 3.2371 -2.2817
O -3.4985 -3.6116 0.9882
H 2.5467 1.0179 -0.2673
H -4.3605 6.2768 -1.3744
O -2.0014 -5.4744 0.0550
C -1.4824 2.5283 -0.3196
H -0.0643 1.8710 -6.3434
C 4.4724 1.8383 -0.7801
C -1.6314 -4.5910 2.8050
H -2.2433 4.4365 -0.9941
H -1.1635 -5.8767 0.3491
H -1.3637 -5.6124 3.1749
H -0.6698 3.3421 -5.5552
H -0.6091 -0.6522 -1.0677
H -0.6248 4.0410 -1.5994
H 2.7691 2.4181 -5.8165
H 4.8505 -6.1849 6.4518
H -2.2999 -0.9230 0.1192
H 0.0494 -2.0813 -1.4534
O 1.9502 -1.3170 1.8000
H 0.7218 3.4106 -6.6560
C -0.0515 -2.5861 2.2462
C 0.2289 2.8155 -5.8823
H 1.4738 3.5126 -4.2558
O -2.7171 6.2151 -2.5812
H 0.2145 1.8520 -0.9958
*
```

Charges obtained by Löwdin population analysis, quoted in units of e: atom 1 (O): -0.09, atom 2 (C): -0.33, atom 3 (O): 0.17, atom 4 (H): 0.11, atom 5 (O): -0.09, atom 6 (O): -0.10, atom 7 (C): -0.30, atom 8 (H): 0.08, atom 9 (O): -0.11, atom 10 (C): -0.32, atom 11 (C): -0.04, atom 12 (C): -0.09, atom 13 (H): 0.11, atom 14 (H): 0.07, atom 15 (O): 0.13, atom 16 (H): 0.06, atom 17 (C): -0.32, atom 18 (H): 0.11, atom 19 (C): -0.20, atom 20 (H): 0.13, atom 21 (C): -0.09, atom 22 (C): -0.39, atom 23 (P): 0.50, atom 24 (C): -0.02, atom 25 (C): -0.40, atom 26 (H): 0.08, atom 27 (H): 0.12, atom 28 (H): 0.08, atom 29 (H): 0.07, atom 30 (H): 0.07, atom 31 (H): 0.11, atom 32 (H): 0.13, atom 33 (H): 0.08, atom 34 (H): 0.06, atom 35 (O): -0.15, atom 36 (H): 0.11, atom 37 (H): 0.07, atom 38 (O): -0.17, atom 39 (H): 0.10, atom 40 (H): 0.11, atom 41 (H): 0.07, atom 42 (C): -0.09, atom 43 (H): 0.08, atom 44 (C): -0.09, atom 45 (H): 0.08, atom 46 (O): -0.26, atom 47 (H): 0.11, atom 48 (H): 0.11, atom 49 (O): -0.11, atom 50 (C): -0.30, atom 51 (H): 0.08, atom 52 (C): -0.09, atom 53 (C): -0.13, atom 54 (H): 0.06, atom 55 (H): 0.09, atom 56 (H): 0.11, atom 57 (H): 0.07, atom 58 (H): 0.07, atom 59 (H): 0.07, atom 60 (H): 0.08, atom 61 (H): 0.07, atom 62 (H): 0.16, atom 63 (H): 0.13, atom 64 (O): 0.21, atom 65 (H): 0.07, atom 66 (C): -0.08, atom 67 (C): -0.09, atom 68 (H): 0.10, atom 69 (O): -0.10, atom 70 (H): 0.05

***

Q: What is the F_max in the third record?
A: 4.54 eV/Å